{"formula": "C6H8", "method": "wB97M-V/def2-TZVPD", "homo_lumo_gap_ev": 10.17, "e_tot_ev": -6345.89039, "total_charge": 0, "fmax_ev_per_a": 4.4, "smiles": "CC1=CC1.C#C", "de_lowest_kcal_mol": 112.8, "lumo_energy_ev": 1.0, "symbols": ["C", "C", "C", "C", "H", "H", "H", "H", "H", "H", "C", "C", "H", "H"], "positions_angstrom": [[0.6905, 2.1084, -0.1581], [0.0207, 1.1245, 0.6405], [-0.0786, -0.0096, 1.2337], [-1.3981, 0.7099, 1.0035], [0.1125, 2.2130, -0.9967], [1.6934, 1.7464, -0.6110], [0.9423, 2.9197, 0.4306], [0.2060, -0.9187, 1.5598], [-1.7819, 1.1074, 1.9918], [-2.0642, 0.1497, 0.3318], [0.7750, -4.1130, -1.7531], [0.0572, -3.4280, -1.0203], [1.2428, -4.5735, -2.5732], [-0.6936, -2.8606, -0.5148]], "forces_ev_per_angstrom": [[3.538, -2.394, -0.625], [-0.938, -1.709, 0.356], [-1.062, 2.508, -1.023], [0.439, -0.342, 2.024], [-1.612, 1.385, -1.961], [-1.344, 0.198, 1.039], [0.037, 2.263, 0.679], [1.339, -2.544, 0.998], [-0.317, -0.242, -1.568], [-0.074, 0.860, 0.079], [-2.701, 2.590, 2.268], [1.802, -2.045, -2.335], [0.582, -0.463, -0.171], [0.311, -0.063, 0.241]], "nbo_charge": [-0.65, 0.05, -0.19, -0.47, 0.23, 0.21, 0.23, 0.21, 0.18, 0.18, -0.23, -0.24, 0.23, 0.24]}

***

{"formula": "C6H8", "method": "wB97M-V/def2-TZVPD", "homo_lumo_gap_ev": [7.13, 7.13], "e_tot_ev": -6346.61138, "total_charge": 0, "fmax_ev_per_a": 0.5, "de_lowest_kcal_mol": 96.2, "lumo_energy_ev": [-0.9, -0.9], "symbols": ["C", "C", "C", "C", "C", "C", "H", "H", "H", "H", "H", "H", "H", "H"], "positions_angstrom": [[0.2640, -0.5700, 1.5157], [-0.3560, 0.4448, 0.5422], [0.6314, 1.5351, 0.0592], [-0.8108, -0.2160, -0.6876], [-0.6588, -0.9681, -1.6793], [-0.8472, -1.6785, -2.7960], [1.1073, -1.0901, 1.0474], [-0.4799, -1.3248, 1.7934], [0.6080, -0.0822, 2.4350], [-1.1846, 0.9619, 1.0456], [1.5426, 1.0746, -0.3341], [0.8992, 2.2168, 0.8768], [0.1789, 2.1181, -0.7503], [-0.0905, -2.4355, -3.0374]], "forces_ev_per_angstrom": [[0.015, -0.043, 0.021], [-0.048, 0.005, -0.062], [0.091, 0.011, -0.039], [0.370, -0.141, -0.170], [-0.470, 0.033, -0.011], [0.194, 0.060, 0.345], [-0.118, 0.152, 0.067], [0.134, 0.123, -0.022], [-0.052, -0.007, -0.186], [0.050, -0.157, -0.169], [-0.099, 0.036, 0.085], [-0.108, -0.239, -0.132], [0.093, -0.019, 0.203], [-0.054, 0.185, 0.068]], "nbo_charge": [-0.59, -0.31, -0.58, 0.17, -0.25, -0.12, 0.21, 0.22, 0.21, 0.22, 0.21, 0.22, 0.22, 0.16]}